Entry from OMol25: a structure of composition C5H25NO9 (ωB97M-V/def2-TZVPD).

HOMO energy, eV: -1.77
Charge: -2
Spin multiplicity: 1
Frontier orbital gap, eV: 7.45
LUMO, eV: 5.67

Geometry (Å):
H (-1.421616, 2.133034, -3.527935)
H (3.378039, -0.198403, 1.010056)
O (3.138363, 0.519611, 1.617446)
C (-0.609028, -2.881368, -0.495064)
C (-1.451081, 1.505304, 1.711840)
O (0.568766, 2.701983, 1.211054)
H (-1.831319, -2.754587, 1.168250)
H (-1.205604, 3.288324, 0.392151)
O (3.328363, -1.780868, 0.124028)
H (-0.957807, -3.942400, -0.597761)
C (-0.731501, 2.327767, 0.664917)
H (3.007820, 1.195068, -1.304365)
H (-0.655564, 1.348225, 2.450239)
H (3.562721, -2.083644, -0.749703)
H (1.490119, 2.662417, -3.129276)
H (-0.195808, -0.426493, 0.424946)
H (-2.300515, 1.990096, 2.194171)
O (0.708154, -2.746289, -0.288385)
O (2.476327, 1.798469, -0.786330)
H (1.297223, -3.056698, 1.054045)
H (1.589682, 2.205730, -1.515202)
H (-1.133342, 3.047332, -2.447839)
C (-1.994676, 0.169166, 1.158048)
H (-0.497066, 1.855348, -0.284627)
H (-2.905431, -0.376272, -1.929443)
H (1.921904, -2.864698, 2.453775)
O (1.385839, -3.528610, 2.012663)
H (-2.481715, 0.283250, 0.192346)
H (-0.826502, -2.440581, -1.510881)
H (1.240128, 2.504704, 0.532271)
H (2.653557, 1.135763, 1.018645)
O (-3.381987, -1.163163, -1.651359)
H (-2.829843, -0.116389, 1.805679)
H (-2.781826, -1.594506, -1.004714)
O (-1.801613, 2.938969, -3.156070)
N (-1.522063, -2.140184, 0.426518)
H (2.347475, -1.894101, 0.130702)
O (0.826814, 2.459519, -2.456377)
C (-0.923005, -0.953078, 1.049255)
H (-0.482385, -1.127748, 2.032286)

Forces on atoms 1 to 6 (eV/Å):
H 0.0 0.1 -0.2
H -0.1 0.0 0.1
O -0.2 0.4 0.0
C 0.3 0.7 -1.6
C -0.1 -0.9 -0.6
O -0.3 0.0 -0.3



Entry from OMol25: a structure of composition C29H27BN9O3ReS (ωB97M-V/def2-TZVPD).

HOMO energy (alpha / beta), eV: -10.45 / -10.56
Charge: +1
Spin multiplicity: 4
Frontier orbital gap (alpha / beta), eV: 7.69 / 6.24
LUMO (alpha / beta), eV: -2.75 / -4.32

Geometry (Å):
H (-3.337421, 0.993806, 0.043227)
C (-4.659890, 2.674771, -0.089432)
H (1.739288, -5.234226, -0.168019)
O (-1.254333, 5.029690, -0.204053)
C (-0.959704, 2.129508, 0.019035)
Re (0.835236, -0.082931, 0.294269)
C (-2.012302, -1.603788, -4.703260)
H (-5.563365, 2.081242, -0.071069)
H (2.208885, -4.544897, 2.454857)
C (5.079067, -0.140796, 0.264250)
C (0.079643, -0.266881, -5.024678)
H (6.940461, 2.696393, 0.382190)
N (1.006317, 0.324301, 2.340571)
H (-3.592771, -2.669220, -3.641555)
N (1.434431, -2.699483, 1.858225)
H (-3.802240, -3.732720, -1.966064)
S (0.533988, -0.363000, -2.123409)
C (-3.585148, 4.832891, -0.189956)
N (-1.957238, -1.811678, -2.506195)
C (3.797452, 0.413577, 0.170177)
H (0.110295, 0.785297, -4.750024)
C (-3.326850, -2.872461, 1.256823)
C (-0.855011, -1.083032, -2.856982)
C (1.804822, -3.961438, 1.644482)
C (-2.330226, 4.224909, -0.156029)
N (0.935700, -2.183687, 0.715952)
C (3.661342, 1.817128, 0.130291)
H (0.707137, 2.210793, 4.999256)
C (-2.340508, -1.932709, 1.035138)
C (-4.730489, 4.066388, -0.159003)
C (-3.424446, 2.069329, -0.035952)
C (6.063009, 2.069385, 0.317152)
N (-0.900574, -0.968552, -4.203905)
C (-2.669259, -2.126798, -3.660422)
H (0.712435, -2.948695, -1.232085)
H (7.167034, 0.226421, 0.423437)
N (0.152586, 2.770354, -0.221789)
C (2.406537, 2.476233, -0.035811)
H (-2.239234, -1.618339, -5.753833)
N (1.239149, 1.913284, -0.043799)
C (-2.426958, -2.224084, -1.211139)
C (4.815458, 2.624802, 0.201707)
H (1.065935, -0.702474, -4.882849)
O (-0.972910, 0.865049, 0.333172)
H (0.550801, -2.617758, 3.933924)
H (-0.224849, -0.370398, -6.061829)
C (6.185074, 0.674649, 0.343132)
C (1.014358, -3.146065, -0.219314)
C (-3.407851, -3.206424, -1.111837)
H (-5.695205, 4.556158, -0.191036)
H (-3.658501, -3.092071, 2.261273)
H (5.165838, -1.218609, 0.281061)
O (2.771454, -0.423095, 0.092946)
C (0.838382, 1.428479, 4.273723)
H (0.573639, 2.395172, 2.291656)
N (1.189547, -0.558614, 3.346060)
C (1.097813, 0.084980, 4.506043)
C (1.550441, -4.297068, 0.323862)
C (-3.858645, -3.526662, 0.155429)
H (-1.877398, -1.406096, 1.862512)
C (0.779337, 1.532079, 2.901284)
H (2.526409, -2.331015, 3.774988)
H (2.408363, 3.555246, -0.164723)
C (-2.246636, 2.825923, -0.063647)
N (-1.897538, -1.618889, -0.182494)
H (-0.452778, 4.475940, -0.273924)
H (4.695947, 3.701054, 0.166124)
H (-3.628918, 5.911967, -0.246567)
H (1.219183, -0.458107, 5.428564)
H (-4.617796, -4.287478, 0.276378)
B (1.444214, -2.106926, 3.303547)

Forces on atoms 1 to 6 (eV/Å):
H 0.0 0.0 0.0
C 0.0 0.0 0.0
H 0.0 0.0 0.0
O -0.1 0.0 0.0
C -0.1 0.1 -0.1
Re -0.1 0.0 0.0



The following ΔE to the lowest compared entry with this formula, charge and spin values (in kcal per mole) correspond, in order, to the records above: 0.0; 3.2.
The following E values (in eV) correspond, in order, to the records above: -25508.0799; -63703.2973.